Version i
{
  "formula": "C3H9NS",
  "method": "ωB97M-V/def2-TZVPD",
  "e_lumo_ev": 0.996,
  "orbital_gap_ha": 0.3520,
  "elements": ["C", "C", "N", "C", "S", "H", "H", "H", "H", "H", "H", "H", "H", "H"],
  "coordinates": [[-0.94, -0.11, -2.14], [-0.03, 0.22, -0.89], [1.09, -0.85, -0.74], [-0.81, 0.16, 0.37], [0.37, 0.29, 1.78], [-1.67, 0.62, -2.49], [-0.21, -0.39, -2.94], [-1.58, -1.02, -1.94], [0.55, 1.25, -0.79], [1.81, -0.62, -1.43], [0.79, -1.82, -0.97], [-1.30, -0.80, 0.64], [-1.55, 1.01, 0.38], [0.27, 1.50, 2.25]]
}

Version ii
{
  "formula": "C3H9NS",
  "method": "ωB97M-V/def2-TZVPD",
  "e_lumo_ev": 1.047,
  "orbital_gap_ha": 0.3538,
  "elements": ["C", "S", "C", "C", "N", "H", "H", "H", "H", "H", "H", "H", "H", "H"],
  "coordinates": [[2.57, -0.13, 0.25], [1.00, -0.89, -0.40], [-0.11, 0.44, -0.17], [-1.60, 0.18, -0.44], [-2.27, -0.81, 0.29], [2.82, 0.67, -0.54], [2.52, 0.39, 1.17], [3.66, -0.52, 0.11], [-0.45, 0.62, 0.95], [0.03, 1.24, -0.72], [-1.88, 1.20, -0.16], [-2.06, 0.01, -1.47], [-2.22, -0.67, 1.32], [-2.03, -1.74, -0.20]]
}

Which structure is most stable? version i, by 154.9 kJ/mol over the runner-up.

Version i
{
  "formula": "C3H9NS",
  "method": "ωB97M-V/def2-TZVPD",
  "e_lumo_ev": 0.853,
  "orbital_gap_ha": 0.3595,
  "elements": ["C", "C", "C", "H", "H", "H", "H", "H", "H", "H", "H", "H", "N", "S"],
  "coordinates": [[0.09, 1.52, -0.15], [0.62, 0.23, 0.61], [-0.43, -0.97, 0.70], [-0.30, 1.27, -1.06], [-0.59, 2.22, 0.54], [1.07, 2.11, -0.44], [0.56, 0.60, 1.65], [1.65, -0.07, -1.30], [0.15, -2.36, 0.58], [-1.25, -0.78, 1.65], [-2.03, -1.18, -0.62], [-0.42, -1.27, -1.27], [-1.15, -0.72, -0.74], [2.02, -0.59, -0.15]]
}

Version ii
{
  "formula": "C3H9NS",
  "method": "ωB97M-V/def2-TZVPD",
  "e_lumo_ev": 1.006,
  "orbital_gap_ha": 0.3585,
  "elements": ["C", "N", "C", "C", "S", "H", "H", "H", "H", "H", "H", "H", "H", "H"],
  "coordinates": [[-2.00, 0.34, -1.41], [-1.05, 0.50, -0.09], [0.11, -0.39, 0.14], [1.16, -0.13, 1.42], [2.74, -1.03, 0.96], [-1.83, -0.67, -1.77], [-1.58, 0.96, -2.26], [-3.00, 0.76, -1.32], [-0.72, 1.42, -0.20], [-0.13, -1.47, 0.10], [0.75, -0.44, -0.78], [1.23, 1.00, 1.56], [0.70, -0.63, 2.20], [3.63, -0.23, 1.46]]
}

Which structure is most stable? version ii, by 188.9 kJ/mol over the runner-up.

Version i
{
  "formula": "C3H9NS",
  "method": "ωB97M-V/def2-TZVPD",
  "e_lumo_ev": -3.324,
  "orbital_gap_ha": 0.2324,
  "elements": ["C", "C", "C", "S", "N", "H", "H", "H", "H", "H", "H", "H", "H", "H"],
  "coordinates": [[-1.53, -0.41, -0.42], [-0.04, -0.16, -0.21], [0.32, 1.29, -0.40], [3.23, -0.90, 0.80], [0.38, -0.57, 1.13], [-2.12, 0.42, -0.80], [-1.74, -1.22, -1.12], [-2.03, -0.77, 0.48], [0.52, -0.74, -0.95], [-0.01, 1.80, 0.50], [-0.03, 1.83, -1.26], [1.41, 1.43, -0.32], [0.26, -1.55, 1.36], [1.39, -0.44, 1.20]]
}

Version ii
{
  "formula": "C3H9NS",
  "method": "ωB97M-V/def2-TZVPD",
  "e_lumo_ev": -0.481,
  "orbital_gap_ha": 0.1995,
  "elements": ["C", "S", "H", "H", "H", "C", "C", "N", "H", "H", "H", "H", "H", "H"],
  "coordinates": [[-2.37, -1.74, -0.09], [-0.92, -0.81, -0.06], [-3.15, -1.30, -0.77], [-2.31, -2.66, -0.54], [-2.95, -1.82, 0.81], [0.89, 1.13, 0.37], [0.39, 1.50, -0.73], [2.09, 0.36, 0.54], [0.43, 1.40, 1.42], [-0.46, 2.18, -0.88], [0.85, 1.13, -1.71], [2.75, 0.32, -0.36], [2.85, 0.83, 1.02], [1.90, -0.51, 0.96]]
}

Version iii
{
  "formula": "C3H9NS",
  "method": "ωB97M-V/def2-TZVPD",
  "e_lumo_ev": 0.969,
  "orbital_gap_ha": 0.3640,
  "elements": ["N", "C", "C", "C", "S", "H", "H", "H", "H", "H", "H", "H", "H", "H"],
  "coordinates": [[0.94, 1.10, -2.06], [-0.34, 0.63, -1.53], [-0.40, 0.87, -0.03], [0.53, -0.09, 0.75], [-0.52, -1.30, 1.59], [0.83, 1.57, -2.94], [1.64, 0.38, -2.04], [-1.19, 1.09, -2.03], [-0.43, -0.46, -1.65], [-0.19, 1.92, 0.18], [-1.39, 0.65, 0.36], [1.14, 0.45, 1.46], [1.16, -0.68, 0.08], [0.34, -2.29, 1.85]]
}

Version iv
{
  "formula": "C3H9NS",
  "method": "ωB97M-V/def2-TZVPD",
  "e_lumo_ev": 0.987,
  "orbital_gap_ha": 0.3472,
  "elements": ["C", "N", "H", "H", "H", "C", "S", "C", "H", "H", "H", "H", "H", "H"],
  "coordinates": [[-2.44, 1.68, -0.57], [-2.46, 1.28, 0.62], [-3.08, 1.13, -1.26], [-1.86, 2.48, -1.02], [-1.76, 1.79, 1.17], [1.44, -0.61, 1.47], [0.86, 0.16, -0.06], [1.14, -1.18, -1.26], [0.83, -0.17, 2.24], [1.17, -1.67, 1.43], [2.51, -0.56, 1.65], [1.82, -1.90, -0.81], [1.62, -0.77, -2.14], [0.20, -1.66, -1.46]]
}

Which structure is most stable? version iii, by 85.8 kJ/mol over the runner-up.

Version i
{
  "formula": "C3H9NS",
  "method": "ωB97M-V/def2-TZVPD",
  "e_lumo_ev": 0.911,
  "orbital_gap_ha": 0.3376,
  "elements": ["C", "C", "N", "H", "H", "H", "H", "H", "C", "S", "H", "H", "H", "H"],
  "coordinates": [[-1.25, -1.27, 0.01], [-1.06, -0.81, 1.24], [-1.77, 0.20, 1.85], [-0.83, -2.18, -0.38], [-1.82, -0.67, -0.69], [-0.26, -1.31, 1.79], [-2.50, 0.52, 1.22], [-1.21, 0.94, 2.25], [1.51, 1.04, -1.54], [2.12, 0.59, 0.10], [0.44, 1.27, -1.54], [1.61, 0.17, -2.18], [2.04, 1.88, -1.95], [2.98, -0.39, -0.18]]
}

Version ii
{
  "formula": "C3H9NS",
  "method": "ωB97M-V/def2-TZVPD",
  "e_lumo_ev": 0.537,
  "orbital_gap_ha": 0.2808,
  "elements": ["C", "S", "H", "H", "H", "C", "C", "N", "H", "H", "H", "H", "H", "H"],
  "coordinates": [[1.18, -2.40, 0.49], [0.06, -1.36, -0.64], [1.37, -3.27, -0.19], [0.66, -2.66, 1.41], [2.16, -1.97, 0.73], [0.10, 2.07, -0.72], [-1.49, 0.40, 0.15], [-0.61, 1.33, 0.32], [0.28, 3.15, -0.56], [1.02, 1.53, -1.04], [-0.72, 1.96, -1.44], [-1.94, 0.19, -0.82], [-1.86, -0.27, 1.04], [-0.23, 1.29, 1.28]]
}

Which structure is most stable? version i, by 153.0 kJ/mol over the runner-up.

Version i
{
  "formula": "C3H7N2O2",
  "method": "ωB97M-V/def2-TZVPD",
  "total_charge": 1,
  "e_lumo_ev": -4.657,
  "orbital_gap_ha": 0.3031,
  "elements": ["C", "N", "O", "C", "O", "C", "N", "H", "H", "H", "H", "H", "H", "H"],
  "coordinates": [[-2.23, -0.84, 1.17], [-1.13, -1.28, 0.69], [-0.99, -2.62, 0.72], [0.12, -0.66, -0.03], [0.93, -1.49, -0.50], [0.37, 0.73, -0.13], [1.52, 0.97, -0.90], [-2.82, -1.60, 1.54], [-2.32, 0.31, 1.25], [-0.15, -2.91, 0.09], [-0.31, 1.61, -0.03], [2.38, 1.44, -0.48], [1.54, 1.41, -1.81], [2.08, 0.07, -1.07]]
}

Version ii
{
  "formula": "C3H7N2O2",
  "method": "ωB97M-V/def2-TZVPD",
  "total_charge": 1,
  "e_lumo_ev": -5.832,
  "orbital_gap_ha": 0.3054,
  "elements": ["C", "C", "C", "N", "N", "O", "O", "H", "H", "H", "H", "H", "H", "H"],
  "coordinates": [[0.02, -0.88, 1.26], [0.21, 0.38, -1.45], [-0.86, 0.74, -0.38], [1.04, -0.12, 1.33], [-1.01, -0.57, 0.36], [0.28, -0.66, -2.12], [-0.39, 1.77, 0.31], [-0.09, -1.90, 1.68], [0.95, 1.29, -1.59], [-1.75, 0.93, -0.97], [1.88, -0.50, 1.67], [-1.83, -1.18, 0.15], [1.00, -0.65, -2.84], [0.33, 1.35, 0.74]]
}

Which structure is most stable? version ii, by 139.3 kJ/mol over the runner-up.